Entry 1:
39
Properties=species:S:1:pos:R:3:forces:R:3:lowdin_charge:R:1 method="wB97M-V/def2-TZVPD" homo_energy_ev="-13.7825 / -13.4468" total_energy_ha=-993.31945 de_lowest_kj_mol=115.2 spin_multiplicity=2 total_charge=+1 orbital_gap_ev="10.452 / 2.556"
O -2.05601 2.12438 -1.95510 0.88 0.48 -0.96 0.162
H -1.84228 2.88288 -1.41176 -0.12 0.72 0.38 0.076
H -2.24173 1.42500 -1.32849 -0.34 -1.10 0.61 0.012
O 3.88103 -0.85918 0.85922 -0.19 0.37 -0.05 -0.023
H 3.13319 -1.33777 1.21687 -0.26 -0.24 0.16 0.032
H 4.63773 -1.40839 1.06421 0.33 -0.10 -0.12 0.069
O 0.85332 2.54948 0.67950 -0.42 -0.19 -0.37 -0.020
H 0.49461 3.31965 0.23860 -0.12 0.42 0.21 0.060
H 1.73125 2.44941 0.31145 0.74 -0.27 -0.02 0.046
O -3.10848 -0.24949 -0.83029 0.20 0.19 0.24 -0.028
H -3.88378 -0.17277 -1.38639 -0.39 0.11 -0.21 0.088
H -2.98242 -1.19227 -0.72301 0.17 -0.25 0.02 0.058
O 1.11238 2.75931 -2.11654 -0.40 0.68 0.43 0.260
H 1.34262 2.55266 -3.02237 0.48 -0.09 -1.13 0.130
H 0.74530 1.94577 -1.77066 -0.36 -0.91 0.59 0.044
O -0.95291 -1.02381 2.15242 -0.46 -0.46 -0.52 -0.031
H -1.01197 -0.12591 2.47878 0.74 0.91 0.53 0.007
H -1.79350 -1.41899 2.38368 -0.22 -0.37 0.11 0.075
O 0.80039 -2.86410 1.22949 0.43 -0.20 -0.24 -0.041
H 0.87073 -3.55552 1.88769 0.14 -0.32 0.11 0.077
H 0.22093 -2.21346 1.62586 -0.50 0.54 0.51 -0.014
O 0.17889 -0.50289 -0.70729 -0.09 0.28 -0.78 -0.015
H 0.54589 -1.08774 -0.04433 0.19 -0.40 0.33 0.022
H -0.35042 0.12096 -0.21041 -0.28 0.17 0.44 0.030
O 2.67599 0.80671 -1.03813 -0.68 1.21 -0.62 -0.006
H 3.18065 0.15259 -0.55472 1.08 -0.59 0.60 0.014
H 1.79949 0.42874 -1.10976 -0.39 -0.63 0.04 -0.017
O -0.01957 1.48633 3.03391 -0.54 -0.76 0.55 -0.038
H 0.32578 1.76059 2.18435 0.29 0.41 -0.49 -0.016
H -0.66753 2.15472 3.25668 0.02 0.33 0.21 0.049
O -1.72336 -2.10715 -2.85737 -0.04 0.06 -0.15 -0.034
H -1.26209 -1.71931 -2.11371 0.39 0.22 0.21 -0.016
H -2.50459 -2.50569 -2.47386 -0.18 -0.35 -0.15 0.029
O 2.20637 -2.97398 -1.13871 0.52 0.18 -0.41 -0.020
H 1.50872 -2.50656 -1.59809 -0.19 -0.06 -0.31 0.021
H 1.91310 -3.00829 -0.22819 -0.28 -0.17 0.35 -0.025
O -2.55076 1.62030 1.11139 0.28 0.37 -0.14 -0.043
H -2.56138 0.70198 0.84158 -0.33 -0.38 -0.21 -0.017
H -2.64557 1.59182 2.06346 -0.10 0.21 0.25 0.044


Entry 2:
61
Properties=species:S:1:pos:R:3:forces:R:3:lowdin_charge:R:1 method="wB97M-V/def2-TZVPD" homo_energy_ev="0.4861 / 0.4861" total_energy_ha=-7349.08434 spin_multiplicity=2 total_charge=-3 orbital_gap_ev="4.525 / 4.082"
Zn -0.77448 -2.14203 2.08329 -0.42 -0.69 -0.95 0.759
Zn -0.91643 2.98578 -0.41954 -0.32 -0.92 0.88 0.746
S 0.48116 0.02221 -0.16323 -1.75 -2.84 -1.09 0.411
O -0.46362 1.10025 -0.40214 -0.29 0.06 0.65 -0.330
O -0.08284 -1.01636 0.72287 -0.03 1.33 -1.22 -0.310
O 0.72416 -0.57130 -1.50074 0.93 1.37 1.80 -0.337
O 1.66504 0.46901 0.52562 2.11 1.38 0.24 -0.357
S -3.22667 2.00747 1.69861 -7.12 -2.08 -0.03 0.148
O -2.52543 1.28269 2.72746 2.37 -1.58 2.38 -0.364
O -2.31154 2.75518 0.92752 4.91 4.02 -2.97 -0.364
O -3.98353 1.14692 0.79450 0.60 -1.28 0.18 -0.354
O -4.19743 2.89779 2.29809 -0.33 1.70 1.47 -0.393
S -3.23866 2.85286 -2.63664 -1.06 1.62 -1.93 0.274
O -3.67072 4.23995 -2.60413 -0.68 0.52 -0.56 -0.285
O -4.21973 2.10442 -1.84415 -1.51 -1.13 0.88 -0.080
O -3.31612 2.21951 -3.96683 0.90 0.50 1.32 -0.255
O -1.95156 2.85419 -1.97152 1.86 -0.69 -1.11 -0.351
S 0.08601 -4.96247 0.43064 3.07 -1.02 -2.23 0.107
O 1.41156 -4.64263 -0.08065 1.69 1.23 -0.29 -0.410
O -0.40762 -3.73940 1.09589 -1.82 1.55 1.67 -0.413
O -0.72623 -5.35814 -0.67748 -2.64 0.23 -1.63 -0.371
O 0.23658 -6.06463 1.32145 -0.50 -2.07 3.43 -0.410
O -0.43483 -0.67101 -3.89455 -0.48 0.13 -1.04 -0.054
H 0.16888 -0.64886 -3.15208 0.11 -0.13 0.45 -0.026
H -0.13906 0.03799 -4.46559 0.02 0.22 -0.09 0.020
O 3.45867 2.31346 0.77645 0.96 0.83 0.06 -0.055
H 3.44540 2.95024 1.49099 0.11 0.15 0.11 0.021
H 2.60307 1.88646 0.81960 -0.74 -0.71 -0.17 -0.038
O -1.05809 -2.37282 -1.83531 -0.53 -0.64 -0.41 -0.056
H -0.83700 -3.14111 -1.30892 0.00 -0.64 0.17 0.001
H -0.55389 -1.65997 -1.44306 -0.05 -0.42 -0.19 -0.048
O 0.80634 3.10667 -1.79030 -0.43 1.18 0.29 -0.015
H 0.52399 3.39348 -2.65877 -0.32 -0.07 -0.24 0.071
H 1.59765 2.59315 -1.95265 0.32 -0.39 -0.13 0.010
O 3.83287 -1.15215 0.43007 1.04 -0.31 -0.01 -0.046
H 2.94100 -0.81053 0.49417 -0.53 0.19 -0.16 -0.022
H 4.15303 -1.15798 1.33212 0.02 -0.08 0.15 0.008
O 1.25227 -2.53976 2.87237 0.03 0.27 0.77 -0.026
H 1.79782 -3.31662 2.74949 -0.23 -0.66 -0.76 0.077
H 1.68298 -2.05271 3.57488 0.05 0.59 0.07 0.041
O -2.74012 -0.31006 -1.24459 -0.74 0.10 0.13 -0.046
H -2.58855 -0.46857 -2.17633 0.29 -0.50 -0.24 0.046
H -1.91212 0.04771 -0.92422 0.02 0.50 -0.05 -0.017
O 2.65673 -1.84058 -2.57230 1.24 -0.28 -0.95 -0.079
H 1.95223 -1.39634 -2.10054 -0.41 0.13 0.40 -0.055
H 2.45683 -2.77217 -2.48051 -0.14 -0.27 0.24 0.031
O -0.97003 -0.59695 3.43414 1.18 -1.72 1.04 -0.033
H -1.47901 0.18724 3.22862 -1.72 1.60 -1.29 -0.023
H -0.63900 -0.44312 4.31901 0.25 -0.30 0.07 0.071
O 0.38180 3.09551 1.28729 0.64 0.56 0.01 -0.012
H 0.99369 3.68351 1.73008 0.15 0.28 -0.16 0.074
H -0.06580 2.63574 1.99757 -0.80 -0.50 0.20 0.074
O 2.24769 0.37465 3.13659 0.25 0.05 1.54 -0.056
H 1.96081 0.33438 2.22428 -0.48 -0.15 -1.02 -0.029
H 3.19922 0.28005 3.09335 0.20 0.08 -0.13 0.026
O -2.83978 -1.83387 1.22262 0.56 -0.95 1.18 -0.014
H -3.67443 -1.57936 1.61610 -0.07 0.43 0.15 0.064
H -2.75331 -1.26746 0.45586 -0.04 0.58 -1.20 0.014
O 3.15500 1.83882 -2.42365 0.03 0.54 -0.27 -0.037
H 3.84384 1.23739 -2.70652 -0.08 -0.41 -0.07 0.062
H 2.98129 1.59430 -1.51466 0.34 -0.48 0.66 0.014


Entry 3:
40
Properties=species:S:1:pos:R:3:forces:R:3:lowdin_charge:R:1 method="wB97M-V/def2-TZVPD" homo_energy_ev=-13.2094 total_energy_ha=-993.90097 de_lowest_kj_mol=545.2 spin_multiplicity=1 total_charge=+1 orbital_gap_ev=10.113
O -3.22951 1.00633 3.26919 2.03 -1.99 -0.53 0.099
H -0.41225 -0.45603 3.39368 4.03 -0.02 1.12 -0.031
H -3.76885 -1.60741 0.74982 1.49 0.65 -1.35 0.080
O -3.24758 -0.77689 0.77790 -0.73 0.96 2.05 -0.064
H -3.83983 0.29512 2.73536 2.31 1.85 1.22 0.216
H 1.33597 -1.03364 1.85732 -0.89 2.03 0.38 0.082
O -0.62295 0.80722 -1.47316 2.21 -3.33 9.33 -0.013
H -1.18079 -0.20714 2.12233 -0.17 -0.93 1.91 0.072
O 1.27967 -0.41255 2.66266 1.74 -3.44 -0.72 -0.100
H 2.20392 3.19819 0.82616 -0.01 -0.71 1.33 0.090
H 1.80192 -1.10859 3.13887 -0.30 1.37 0.92 0.097
O -1.11951 2.07509 0.92043 -3.55 2.22 -2.59 -0.053
H -2.38956 1.24239 2.63327 -2.62 -0.38 1.05 0.170
H 3.34260 -0.54741 -2.50879 0.72 -1.55 1.12 0.058
O -2.09948 -3.39592 -0.48506 -0.76 0.15 0.77 -0.022
H 2.17479 2.34963 2.22917 1.44 0.40 2.25 0.018
H -1.22536 -3.06278 -0.55579 1.55 0.62 0.56 -0.007
O 1.58635 -0.30516 0.14069 1.32 2.39 1.21 -0.131
H 0.42982 -2.66802 -3.59039 -0.67 0.06 1.87 0.102
H 2.03425 0.50023 0.66776 -1.60 -2.15 -1.83 0.102
O -0.98355 0.72641 -3.87962 0.25 -0.89 0.40 0.002
H -0.99880 1.40401 -4.52775 -0.34 0.67 -1.15 0.059
H -0.32478 1.66426 1.02879 3.87 -1.62 0.67 -0.071
O 1.83327 2.48120 1.38792 -1.33 0.06 -3.55 -0.020
H -2.16349 -3.66945 -1.38123 -0.78 -0.78 -1.39 0.021
H -2.62269 -0.40922 0.13652 -0.84 -1.27 -0.45 0.034
O 3.83200 1.65743 -1.03632 -3.22 -2.76 -6.14 -0.023
H 4.09161 1.84515 -0.21137 2.15 2.26 3.48 -0.029
H 3.77649 1.88181 -2.00099 1.06 0.76 2.68 0.107
O -1.26413 -0.48246 3.09491 -3.90 0.65 -2.78 -0.051
H -1.59652 0.01712 -4.08168 -0.15 0.15 -0.50 0.079
H -2.60743 0.47698 4.01744 -1.97 0.91 -2.70 0.236
O 3.46444 -1.18746 -1.73797 -1.57 2.24 -1.11 -0.107
H -1.04953 2.33956 -0.07781 -0.56 -0.94 2.65 0.108
H 1.34075 0.07205 -0.71751 -0.24 0.35 0.28 0.023
O 0.08007 -2.59544 -2.64977 -2.02 -1.45 -3.41 -0.030
H -0.68930 -0.19093 -1.30759 0.12 2.19 -0.38 0.089
H 0.74127 -2.17170 -2.19316 2.83 1.45 1.67 -0.038
H 2.93373 -0.65408 -1.08124 1.16 -1.20 -0.26 -0.020
H -0.84700 0.90211 -2.29294 -2.03 1.00 -8.10 -0.133


Entry 4:
40
Properties=species:S:1:pos:R:3:forces:R:3:lowdin_charge:R:1 method="wB97M-V/def2-TZVPD" homo_energy_ev=-13.5971 total_energy_ha=-993.87190 de_lowest_kj_mol=621.5 spin_multiplicity=1 total_charge=+1 orbital_gap_ev=10.558
O -0.64848 -2.17582 0.23049 0.89 2.37 2.11 0.019
H -3.01979 2.89882 -0.95401 -0.48 2.70 1.89 -0.020
H -2.96169 0.09160 1.33620 1.42 -1.04 2.19 0.058
O -2.78498 -0.56451 -0.36513 -3.41 1.99 3.93 -0.091
H -3.23407 1.32158 -0.83324 0.69 2.13 -1.16 0.053
H 4.54984 -0.36035 0.25176 -1.23 -2.06 1.13 0.093
O -1.18003 3.58019 0.97434 -7.35 -3.77 4.52 0.047
H -2.64574 -0.97023 -1.17066 0.47 -2.07 -3.07 -0.058
O 4.08332 -0.84882 1.02858 2.19 0.46 -2.19 -0.090
H -3.15084 -0.37565 2.72377 -3.27 -0.57 3.58 -0.011
H 4.18347 -0.04172 1.49391 -0.50 1.04 2.21 0.006
O -2.47454 -0.29062 2.14841 1.87 1.71 -4.66 -0.020
H -1.05010 -2.99861 0.33026 -0.79 -2.15 -0.26 0.063
H -0.64868 0.30612 -2.23983 3.35 -2.67 0.61 0.166
O 0.21598 -0.27249 -1.86092 -4.42 0.80 -4.08 -0.089
H 0.16273 -1.16567 1.41340 -0.72 -0.30 0.14 0.068
H 0.21405 0.29430 -1.14391 0.98 1.84 3.30 -0.063
O 0.71480 -0.41916 1.75704 2.95 0.52 -2.73 0.107
H -0.80161 2.16141 0.26567 -0.76 -1.46 0.82 0.052
H 1.60788 -0.63255 1.16236 -2.12 0.99 2.14 0.188
O -2.45362 -1.23783 -2.75412 1.30 -16.15 -2.50 0.038
H -1.58242 -1.83124 -2.91864 -2.96 3.19 0.49 0.188
H 0.27862 0.52357 1.30976 0.07 -1.31 0.10 0.138
O 2.68488 -0.38459 -0.94623 -3.92 -2.12 -0.97 -0.079
H 1.97648 -3.26965 0.26163 -0.62 -0.77 0.26 0.016
H 2.07281 -1.15119 -1.24281 0.62 2.23 0.61 0.089
O 3.53604 1.65746 0.31065 2.89 -1.11 2.77 0.007
H 2.90577 1.95358 -0.24526 -3.59 0.87 -3.24 -0.016
H 3.99779 2.46251 0.48095 0.96 0.87 0.58 0.062
O -2.94423 2.11390 -1.40465 -0.06 -4.79 -0.90 -0.040
H -2.42443 -0.43304 -2.64171 1.59 13.02 0.78 -0.128
H -0.26602 -1.95096 -0.59102 0.24 -0.15 -1.85 0.008
O 2.38195 -3.40011 1.13280 0.18 1.07 -1.25 -0.051
H 3.42209 -0.78257 -1.34209 2.53 -0.27 -0.73 0.028
H -1.40326 0.48754 0.45235 2.17 2.82 -0.72 0.110
O -0.58985 1.18449 0.34495 -1.07 -2.36 0.40 -0.105
H -1.53445 4.00066 1.81123 0.87 -0.71 -1.60 0.143
H -3.76374 -0.71944 -0.14850 2.05 -0.04 -0.62 0.148
H 3.11639 -2.79017 0.93945 0.46 -0.14 1.04 0.009
H -0.54233 4.02927 0.64278 6.55 5.36 -3.07 -0.042